# 1
Computed, not measured: C35H45BiN4OP2S3Se as an isolated structure at a distorted geometry, with ωB97M-V/def2-TZVPD.

```
92
Properties=species:S:1:pos:R:3:forces:R:3:lowdin_charge:R:1
Bi 0.37130 -1.06162 0.01272 -0.110 0.504 0.219 1.01
S 1.99442 -2.60142 1.22479 0.538 -0.215 0.339 0.50
C 3.43046 -2.29778 0.23188 -0.233 -0.158 0.084 -0.70
C 4.68868 -2.36712 0.81865 -0.012 0.046 0.005 -0.13
C 5.83166 -2.14283 0.07124 0.155 -0.046 0.077 -0.10
C 5.73287 -1.87553 -1.28474 0.059 -0.084 -0.122 -0.11
C 4.48576 -1.80740 -1.87473 0.159 -0.093 0.021 -0.15
C 3.33110 -1.99188 -1.12629 -0.249 -0.083 -0.207 -0.68
S 1.79542 -1.82509 -1.96737 0.426 0.086 -0.354 0.58
H 4.74914 -2.58755 1.87401 0.081 -0.003 0.106 0.10
H 6.80130 -2.17737 0.54530 0.081 -0.041 0.069 0.10
H 6.62079 -1.70914 -1.88141 0.038 -0.010 0.013 0.10
H 4.37839 -1.59877 -2.92847 0.051 0.084 -0.138 0.09
C -2.54636 2.42606 2.62725 0.200 -0.236 -0.132 -0.28
P -2.05411 0.75308 2.00003 -0.977 0.744 0.250 0.80
C -3.17034 0.66943 0.53913 0.213 0.092 0.101 -0.30
C -3.06303 -0.25134 3.19829 0.110 0.208 -0.139 -0.43
C -2.62631 -1.70109 3.09430 0.136 -0.134 -0.149 -0.43
P -0.82223 -1.76832 2.70078 0.240 -0.947 0.813 0.63
C -0.54102 -3.52149 3.20400 0.021 0.175 -0.108 -0.29
C -0.09401 -0.93012 4.15961 -0.126 -0.026 -0.156 -0.28
H -3.62636 2.47658 2.78684 0.040 0.047 -0.013 0.04
H -2.24633 3.18179 1.90239 0.001 0.075 0.028 0.03
H -2.02865 2.61781 3.56852 -0.034 0.070 -0.021 0.03
H -4.15718 1.06908 0.77811 -0.039 -0.013 -0.012 0.04
H -3.26188 -0.36690 0.21748 -0.082 0.051 -0.091 -0.02
H -2.72471 1.24448 -0.27395 -0.105 -0.064 -0.053 0.00
H -4.13385 -0.13424 3.01194 0.013 0.092 0.076 0.08
H -2.84389 0.12666 4.20018 -0.034 0.060 -0.018 0.07
H -3.13884 -2.21309 2.27490 0.017 -0.011 0.073 0.06
H -2.81599 -2.25650 4.01885 0.012 -0.004 -0.090 0.08
H -0.91510 -3.67767 4.21708 0.002 -0.083 0.016 0.04
H 0.52113 -3.75570 3.16306 -0.016 -0.064 0.026 -0.01
H -1.07446 -4.17792 2.51630 -0.016 -0.071 -0.014 0.03
H -0.59237 -1.26071 5.07052 0.008 0.062 0.126 0.05
H -0.19653 0.14741 4.03701 0.089 0.030 0.138 0.02
H 0.96279 -1.18695 4.21044 0.057 0.025 -0.006 0.04
C 1.25485 -0.01199 -4.96381 0.317 0.331 -0.045 -0.03
N 0.34608 -1.04496 -4.55909 -0.358 -0.261 0.047 -0.10
C -0.55056 -0.93256 -3.56125 -0.326 0.335 0.095 -0.82
Se -0.84789 0.54029 -2.53820 -0.424 0.658 0.206 0.67
N -1.16088 -2.11630 -3.38224 0.165 0.085 -0.287 0.10
C -0.56293 -3.05368 -4.18398 0.449 -0.177 -0.587 -0.20
C -0.73641 -4.42160 -4.28944 -0.002 0.139 -0.008 -0.01
C 0.08177 -5.09051 -5.18036 0.031 -0.064 -0.021 -0.09
C 1.02920 -4.41364 -5.94656 0.095 -0.058 -0.109 -0.09
C 1.20136 -3.04343 -5.85354 -0.060 0.188 0.114 0.00
C 0.39752 -2.36591 -4.94910 -0.248 -0.865 -0.044 -0.18
H 0.78987 0.95394 -4.77467 0.026 -0.036 -0.026 0.06
H 1.47876 -0.11154 -6.02429 -0.041 -0.044 -0.015 0.10
H 2.17402 -0.07580 -4.37629 -0.009 0.003 0.005 0.08
H -1.79775 -2.29234 -2.60815 0.145 0.125 0.056 0.05
H -1.46743 -4.93692 -3.68813 -0.101 -0.103 0.099 0.11
H -0.00688 -6.16154 -5.28123 -0.025 -0.088 -0.009 0.10
H 1.65602 -4.97535 -6.62469 0.003 -0.019 -0.040 0.10
H 1.94145 -2.52928 -6.44810 0.076 0.024 -0.017 0.11
C 1.88698 -5.68119 -1.29134 0.058 -0.062 -0.074 -0.02
C 0.45667 -5.51263 -0.91812 -0.134 -0.328 -0.017 -0.33
C -0.40497 -6.58422 -0.67483 0.005 0.146 -0.011 -0.01
C -1.69408 -6.27010 -0.28198 0.213 -0.223 -0.096 -0.14
N -2.11145 -5.02217 -0.15258 -0.533 0.093 0.182 0.05
C -1.22372 -4.08138 -0.43495 -0.012 -0.041 -0.019 -0.81
S -1.78088 -2.43646 -0.33379 -0.672 0.007 -0.124 0.54
N 0.02707 -4.26524 -0.81094 0.102 -0.068 -0.040 0.05
H 2.04116 -6.61866 -1.81910 0.116 -0.087 -0.030 0.08
H 2.48788 -5.68138 -0.38106 0.095 0.007 0.021 0.09
H 2.20316 -4.83868 -1.90447 0.024 -0.005 -0.002 0.06
H -0.08154 -7.60474 -0.79325 0.055 -0.137 0.031 0.10
H -2.43633 -7.02550 -0.05811 0.057 -0.197 -0.022 0.11
C 5.77736 1.40275 -3.43776 -0.011 0.018 0.052 -0.04
C 4.57093 1.71986 -2.60786 -0.179 0.070 0.123 -0.25
C 3.52155 2.44669 -3.15632 -0.014 -0.032 0.067 -0.02
C 2.38384 2.75526 -2.43081 0.022 -0.191 0.167 -0.22
C 1.34050 3.62162 -3.06574 -0.217 0.052 -0.057 -0.06
C 2.24198 2.24013 -1.12403 0.611 -0.184 -0.304 -0.12
C 0.96274 2.40281 -0.44415 -0.201 0.230 -0.051 -0.27
O 0.57883 1.77527 0.52658 0.108 0.347 -0.005 -0.14
C 3.31558 1.53666 -0.53826 -0.071 0.200 -0.056 -0.18
C 3.29301 1.07494 0.88831 -0.025 0.104 0.099 -0.03
C 4.46588 1.31526 -1.28341 -0.028 0.097 -0.074 -0.01
H 5.82413 2.04165 -4.31575 0.013 0.045 -0.082 0.08
H 5.74091 0.36860 -3.77825 0.039 -0.124 -0.011 0.07
H 6.69412 1.53613 -2.86961 0.105 -0.043 0.070 0.08
H 3.60143 2.78611 -4.18034 0.006 0.131 -0.085 0.11
H 1.68022 3.97076 -4.04037 -0.003 0.022 0.031 0.08
H 1.13436 4.49260 -2.44137 -0.046 0.057 -0.107 0.09
H 0.40652 3.07349 -3.20381 -0.027 0.046 -0.031 0.03
H 0.29256 3.15031 -0.89929 -0.065 -0.005 0.085 0.12
H 2.67898 1.71860 1.51299 0.053 -0.017 0.035 0.08
H 4.30761 1.04784 1.28127 0.065 -0.074 0.005 0.09
H 2.88741 0.06737 0.96930 0.011 -0.035 0.101 0.02
H 5.29422 0.79932 -0.81913 0.054 -0.056 0.062 0.11
```
Forces are in eV/Å.

The value obtained for the HOMO energy is -7.008 eV. The calculation puts the HOMO-LUMO gap at 7.198 eV. As for the relative energy (zero: lowest compared OMol25 entry of this formula, charge and spin): 82.39 kJ/mol. Its spin multiplicity is 1. As for the LUMO energy: 0.2 eV. The total energy comes out at -6148.38274 Eh.



# 2
Computed, not measured: C35H45Br2Cl3FeN6OSi4Te as an isolated structure at a distorted geometry, with ωB97M-V/def2-TZVPD.

```
98
Properties=species:S:1:pos:R:3:forces:R:3:lowdin_charge:R:1
Fe -1.72661 -0.23902 1.78531 0.215 0.286 0.357 0.30
C -5.61561 -1.53552 1.16961 0.183 0.079 0.068 -0.03
C -4.20281 -1.32912 1.61191 -0.514 1.457 -1.261 -0.25
N -3.45841 -0.33222 1.21161 -1.034 -1.213 0.575 -0.09
N -3.88481 0.55018 0.30771 -1.233 0.504 -0.821 0.12
C -2.92081 1.38398 -0.00869 0.090 -0.550 0.556 -0.42
O -1.77871 1.35068 0.57631 0.389 0.514 -0.717 -0.28
C -3.19591 2.30698 -1.11899 -0.035 0.253 -0.266 -0.14
C -2.19411 2.60418 -2.03569 -0.091 -0.026 0.230 -0.03
C -2.47791 3.36908 -3.15079 0.053 0.060 -0.112 -0.07
C -3.75821 3.85948 -3.35129 0.048 -0.047 -0.022 -0.08
C -4.75631 3.58168 -2.42979 -0.053 0.053 -0.112 -0.07
C -4.48211 2.80058 -1.32339 0.109 -0.048 0.063 -0.02
C -3.51041 -2.19662 2.50751 0.786 -0.960 1.136 -0.19
C -4.05081 -3.37482 3.04281 -0.005 0.664 -0.315 -0.01
C -3.30241 -4.13942 3.90521 0.651 0.135 0.194 -0.05
C -2.01071 -3.71622 4.22161 -0.610 -0.194 -0.160 -0.03
C -1.53981 -2.55182 3.64821 0.302 0.012 0.258 -0.07
N -2.24201 -1.79822 2.81001 -0.783 -0.946 0.183 0.07
H -5.86821 -0.78602 0.42321 0.001 -0.053 0.040 0.07
H -6.28901 -1.43992 2.02241 -0.089 -0.044 0.029 0.09
H -5.73871 -2.52522 0.73241 -0.045 -0.072 -0.008 0.07
H -1.20221 2.20258 -1.87569 0.040 0.040 -0.096 0.04
H -1.70541 3.57118 -3.87639 0.116 0.038 -0.072 0.10
H -3.97811 4.44038 -4.23559 -0.023 0.066 -0.019 0.10
H -5.75451 3.95928 -2.59849 -0.071 0.023 0.062 0.10
H -5.25111 2.55658 -0.60839 -0.107 -0.043 0.044 0.11
H -5.04871 -3.66712 2.76711 -0.180 -0.029 -0.058 0.11
H -3.70231 -5.04582 4.33111 -0.059 -0.105 0.016 0.11
H -1.38461 -4.28412 4.89021 0.082 0.004 0.064 0.11
H -0.54701 -2.20382 3.88801 0.089 0.032 -0.028 0.11
Br 3.79349 -0.57532 5.33651 -0.242 -0.002 -0.191 0.73
C 2.24409 -0.44082 4.23671 -0.188 0.428 0.432 -0.68
C 2.15169 -1.22962 3.07451 0.073 -0.156 -0.172 -0.14
C 1.02579 -1.07662 2.29821 0.479 -0.128 0.088 -0.24
N 0.02549 -0.25142 2.58701 0.601 -0.033 -0.018 -0.08
C 0.09049 0.48248 3.74171 -0.266 0.467 0.339 -0.22
C 1.22849 0.40778 4.57621 0.520 -0.220 0.005 -0.06
C -1.07061 1.24128 4.02111 0.309 -0.153 0.040 -0.19
C -1.16051 2.21728 5.03491 -0.283 0.228 0.242 -0.07
C -2.34101 2.88448 5.20471 0.207 -0.121 -0.014 -0.68
Br -2.49121 4.20798 6.56091 -0.018 -0.157 -0.187 0.73
C -3.43981 2.60088 4.37641 0.021 0.174 0.193 -0.11
C -3.26661 1.64638 3.39931 -0.258 0.162 0.160 -0.10
N -2.14001 0.97468 3.20621 0.145 0.450 0.569 0.03
H 2.92929 -1.92362 2.81321 0.099 -0.096 -0.127 0.08
H 0.90109 -1.64472 1.38881 0.003 -0.244 -0.128 0.08
H 1.27269 0.99288 5.47981 0.063 0.031 0.089 0.10
H -0.30721 2.43708 5.65521 0.044 0.049 0.053 0.10
H -4.37701 3.11598 4.49791 -0.097 0.011 -0.034 0.09
H -4.08771 1.40388 2.74181 -0.076 0.018 -0.085 0.11
C 3.99169 -2.51022 0.05371 -0.039 0.599 -0.323 -0.20
Si 4.32769 -0.70882 -0.49129 0.460 -0.116 0.612 0.42
C 4.64049 0.35308 1.06661 -0.215 -0.210 -0.619 -0.21
C 5.85119 -0.65892 -1.64259 -0.633 0.044 0.269 -0.20
Si 2.49009 0.17578 -1.77879 0.609 -0.172 -0.624 0.13
Te 0.70769 0.94928 -0.22589 0.425 0.193 0.022 1.19
Si 3.12219 2.29828 -2.76679 0.166 0.590 -0.074 0.40
C 1.58829 3.23108 -3.41949 0.416 -0.500 0.289 -0.22
C 4.35699 2.07458 -4.20789 -0.463 -0.139 0.541 -0.20
C 3.93219 3.33398 -1.37969 -0.309 -0.420 -0.458 -0.22
Si 1.85779 -1.45752 -3.41929 -0.360 -0.536 -0.363 0.40
C 3.25089 -1.62142 -4.71989 -0.352 0.278 0.583 -0.20
C 0.24389 -0.86462 -4.23259 0.573 -0.069 0.347 -0.23
C 1.65219 -3.13472 -2.55019 0.163 0.579 -0.215 -0.25
H 4.64789 -2.82632 0.86011 0.203 0.156 0.152 0.03
H 4.13749 -3.20422 -0.76629 0.005 -0.090 -0.213 0.01
H 2.96919 -2.62882 0.39681 -0.225 -0.032 0.069 0.01
H 5.28189 -0.14412 1.78941 0.095 -0.217 0.035 0.03
H 3.70139 0.57798 1.56441 -0.165 -0.001 0.132 0.00
H 5.10829 1.29868 0.81541 0.094 0.224 -0.138 0.01
H 6.69729 -1.19062 -1.21959 0.102 -0.145 0.220 0.03
H 6.16809 0.36108 -1.83189 0.026 0.262 -0.009 0.02
H 5.62639 -1.11382 -2.60139 -0.068 -0.126 -0.221 0.01
H 0.97759 2.58958 -4.04659 -0.123 -0.180 -0.147 0.01
H 1.85529 4.10458 -4.00799 0.203 0.123 -0.048 0.03
H 0.96849 3.56648 -2.59409 -0.151 0.087 0.217 0.01
H 3.87339 1.64028 -5.07629 -0.143 -0.092 -0.154 0.02
H 5.18289 1.42818 -3.93259 0.178 -0.156 0.082 0.01
H 4.77439 3.03018 -4.51219 -0.009 0.257 0.058 0.03
H 3.32389 3.29348 -0.48139 -0.128 0.010 0.208 0.01
H 4.04099 4.37828 -1.65669 -0.025 0.178 -0.173 0.03
H 4.91829 2.95998 -1.12559 0.206 -0.150 0.038 0.02
H 3.58489 -0.65922 -5.09019 0.051 0.224 -0.103 0.00
H 2.91099 -2.20132 -5.57169 -0.210 -0.150 -0.119 0.03
H 4.11449 -2.13132 -4.30519 0.158 -0.109 0.138 0.02
H 0.35599 0.08748 -4.74309 0.148 0.217 -0.082 0.01
H -0.53081 -0.75702 -3.47969 -0.163 -0.037 0.147 0.00
H -0.11631 -1.59182 -4.95369 -0.014 -0.210 -0.069 0.02
H 2.60079 -3.61902 -2.34559 0.300 0.064 0.027 0.01
H 1.06199 -3.80972 -3.16249 -0.102 0.025 -0.128 -0.02
H 1.11419 -3.02042 -1.61419 -0.143 -0.019 0.140 0.00
Cl -4.12611 -2.24602 -1.86289 -0.058 0.139 0.050 0.64
C -2.78011 -2.93352 -1.02499 -0.898 -0.724 -0.393 -1.40
Cl -3.06951 -4.46912 -0.27339 -0.069 -0.091 0.113 0.63
Cl -1.54571 -3.59152 -2.86659 0.183 -0.104 -0.331 0.12
C -1.98981 -2.09292 -0.31429 1.475 1.007 0.604 -0.35
N -1.25341 -1.38782 0.27781 -0.530 -1.052 -1.155 0.11
```
Forces are in eV/Å.

The value obtained for the HOMO energy (spin up / spin down) is -5.253 / -7.926 eV. The calculation puts the HOMO-LUMO gap (spin up / spin down) at 4.668 / 4.982 eV. As for the expectation value of S²: 6.046. As for the relative energy (zero: lowest compared OMol25 entry of this formula, charge and spin): 242.53 kJ/mol. Its spin multiplicity is 5. As for the LUMO energy (spin up / spin down): -0.6 / -2.9 eV. The total energy comes out at -10982.80138 Eh.



> The highest relative energy (zero: lowest compared OMol25 entry of this formula, charge and spin) belongs to which entry?

C35H45Br2Cl3FeN6OSi4Te



> Among the records above, which one has the highest relative energy (zero: lowest compared OMol25 entry of this formula, charge and spin)?

C35H45Br2Cl3FeN6OSi4Te



> Which of these has the highest relative energy (zero: lowest compared OMol25 entry of this formula, charge and spin)?

C35H45Br2Cl3FeN6OSi4Te